[1]
Density functional theory data (ωB97M-V with the def2-TZVPD basis set) for 2 unconnected molecules or ions with the total composition C5H2ClO3 in a non-equilibrium geometry.

```
11
Properties=species:S:1:pos:R:3
C 0.64 0.18 -0.71
C 2.16 0.29 -0.63
C 0.09 0.90 0.29
C -3.33 -1.14 0.82
C 2.87 0.82 0.29
O -4.33 -0.62 0.71
O 3.60 1.27 1.15
O -2.51 -1.92 0.99
Cl -1.80 0.85 0.13
H 0.19 -0.42 -1.47
H 2.42 -0.20 -1.56
```

The value obtained for the HOMO energy is -3.62 eV. Its net charge is -1. As for the gap between HOMO and LUMO: 7.074 eV. The strongest force on any atom comes out at 4.64 eV Å⁻¹. For the total energy, the calculation gives -23880.605 eV.


[2]
Density functional theory data (ωB97M-V with the def2-TZVPD basis set) for C15H17N3O2S2 in the gas phase.

```
39
Properties=species:S:1:pos:R:3
C -1.61 3.26 0.37
C -2.34 2.32 1.34
C -1.76 0.95 1.31
C -1.05 0.31 2.29
C -0.66 -1.00 1.93
C -1.08 -1.33 0.68
S -0.84 -2.88 -0.15
O -0.74 -3.90 0.85
O -1.85 -2.98 -1.17
N 0.63 -2.81 -0.92
C 0.71 -1.87 -2.02
C 1.03 -0.48 -1.55
C 0.89 0.71 -2.23
N 1.33 1.68 -1.39
C 1.44 3.02 -1.53
C 1.92 3.77 -0.50
C 2.31 3.15 0.70
C 2.21 1.79 0.87
C 2.62 1.08 2.11
C 1.72 1.04 -0.21
N 1.54 -0.27 -0.32
S -1.96 -0.07 -0.08
H -1.67 2.87 -0.64
H -2.06 4.25 0.39
H -0.56 3.35 0.65
H -3.39 2.28 1.06
H -2.26 2.71 2.36
H -0.82 0.76 3.24
H -0.12 -1.67 2.56
H 1.38 -2.69 -0.26
H -0.26 -1.89 -2.52
H 1.48 -2.22 -2.72
H 0.53 0.92 -3.22
H 1.12 3.44 -2.48
H 2.01 4.83 -0.61
H 2.68 3.76 1.51
H 1.84 0.37 2.40
H 3.52 0.50 1.93
H 2.80 1.78 2.92
```

The value obtained for the HOMO energy is -8.31 eV. Its net charge is 0. As for the gap between HOMO and LUMO: 8.854 eV. The energy above the lowest of the compared OMol25 structures with the same formula, charge and spin comes out at 39.8 kcal per mole. The strongest force on any atom comes out at 0.87 eV Å⁻¹. For the total energy, the calculation gives -46066.645 eV. The SMILES is CCc1ccc(S(=O)(=O)NCc2cn3cccc(C)c3n2)s1.


> Which of these has the highest strongest force on any atom?

C5H2ClO3